Run a
Below is a 12-piece molecular cluster, H24O12 overall, with properties calculated with wB97M-V/def2-TZVPD.

As for the orbital gap: 8.24 eV.

ORCA input file:
```
! RIJCOSX wB97M-V def2-TZVPD def2/J DEFGRID3
* xyz 0 1
O 8.20 16.98 2.43
H 8.47 16.29 1.86
H 8.77 16.68 3.15
O 9.51 16.40 4.66
H 8.61 16.25 5.19
H 9.99 15.77 5.11
O 13.45 16.43 0.50
H 13.28 15.98 -0.34
H 12.95 16.08 1.25
O 14.78 18.84 4.85
H 13.80 18.48 4.98
H 15.21 17.97 4.83
O 10.03 15.55 0.87
H 10.64 16.00 1.38
H 9.84 14.59 1.12
O 9.48 19.42 1.88
H 8.79 18.78 2.13
H 10.18 18.88 2.19
O 12.44 17.58 5.85
H 13.23 16.97 5.84
H 11.74 16.94 6.02
O 11.52 17.36 2.62
H 11.40 17.01 3.50
H 12.18 18.08 2.62
O 13.24 19.65 2.60
H 13.00 20.62 2.75
H 13.71 19.41 3.37
O 10.81 20.12 5.39
H 11.18 19.16 5.42
H 11.53 20.73 5.17
O 12.51 14.34 3.14
H 12.02 14.13 3.92
H 13.46 14.32 3.36
O 12.19 19.17 -0.38
H 12.06 19.94 0.25
H 12.36 18.42 0.14
*
```

---

Run b
Below is a 12-piece molecular cluster, H24O12 overall, with properties calculated with wB97M-V/def2-TZVPD.

As for the orbital gap: 10.21 eV.

ORCA input file:
```
! RIJCOSX wB97M-V def2-TZVPD def2/J DEFGRID3
* xyz 0 1
O 0.48 -0.40 -1.06
H -0.29 -0.44 -0.57
H 0.11 -0.49 -1.97
O 2.63 -0.89 0.14
H 2.73 -0.83 1.10
H 3.52 -1.11 -0.26
O -1.56 -0.71 1.84
H -1.54 -0.51 2.78
H -1.29 0.10 1.54
O -3.46 -0.36 0.06
H -3.32 -0.75 0.88
H -3.99 -0.97 -0.50
O -3.09 2.25 0.38
H -3.71 1.60 0.07
H -2.35 1.61 0.35
O 2.89 -2.53 -2.02
H 3.78 -2.22 -2.15
H 2.84 -3.05 -2.78
O 1.93 2.77 0.82
H 1.05 3.13 0.88
H 2.31 2.67 1.76
O -1.66 0.97 -1.80
H -2.27 0.25 -1.66
H -1.28 0.86 -2.61
O 4.15 1.74 -0.51
H 4.60 2.53 -0.33
H 3.37 1.95 -1.03
O 0.26 -3.36 0.44
H 0.22 -2.48 0.10
H -0.27 -3.39 1.28
O -0.84 3.02 -1.48
H -0.48 3.90 -1.53
H -0.08 2.34 -1.69
O -1.83 -2.35 3.20
H -1.89 -3.31 3.46
H -1.05 -2.42 2.74
*
```

---

Run c
Below is H24O12 as an isolated structure, with properties calculated with wB97M-V/def2-TZVPD.

As for the orbital gap: 6.79 eV.

ORCA input file:
```
! RIJCOSX wB97M-V def2-TZVPD def2/J DEFGRID3
* xyz 0 1
O -0.08 -0.18 -0.30
H 0.37 0.62 -0.57
H -0.85 0.13 0.18
O -1.18 -0.17 -2.12
H -0.38 -0.52 -2.51
H -0.92 0.08 -1.23
O 2.50 -0.03 0.14
H 1.98 0.38 0.82
H 2.96 -0.74 0.59
O 0.44 -1.56 1.42
H -0.39 -2.03 1.37
H 0.34 -0.82 0.82
O 2.05 -2.15 -0.31
H 1.49 -2.92 -0.47
H 1.45 -1.48 0.01
O 0.66 1.58 -1.07
H 0.41 1.76 -1.98
H 1.26 2.29 -0.85
O 2.08 -0.05 -1.91
H 1.44 0.62 -1.68
H 2.57 -0.20 -1.10
O -1.91 -0.10 0.54
H -2.38 0.61 0.11
H -2.09 0.01 1.47
O -3.40 -0.44 -0.89
H -2.45 -0.39 -0.94
H -3.64 -1.13 -1.51
O -1.47 -2.22 1.39
H -1.88 -1.47 0.96
H -1.89 -2.26 2.25
O 1.39 1.19 1.72
H 1.87 1.82 2.25
H 0.81 1.72 1.19
O -0.14 2.44 0.92
H -0.71 3.10 1.32
H -0.33 2.49 -0.02
*
```

---

Run d
Below is a 12-piece molecular cluster, H24O12 overall, with properties calculated with wB97M-V/def2-TZVPD.

As for the orbital gap: 9.20 eV.

ORCA input file:
```
! RIJCOSX wB97M-V def2-TZVPD def2/J DEFGRID3
* xyz 0 1
O 9.68 12.83 11.35
H 10.34 13.09 10.70
H 8.88 13.33 11.12
O 8.54 10.12 11.94
H 7.60 10.07 11.79
H 8.77 11.05 11.82
O 9.10 16.12 11.16
H 8.70 16.83 10.64
H 9.47 15.51 10.51
O 7.37 13.23 14.08
H 7.19 13.34 13.14
H 8.21 13.70 14.22
O 9.41 15.30 13.92
H 9.73 16.17 14.16
H 9.30 15.33 12.95
O 10.57 11.25 14.07
H 11.22 11.89 14.38
H 10.39 11.51 13.16
O 7.94 12.56 9.16
H 8.34 11.87 9.71
H 8.64 12.84 8.54
O 6.66 13.20 11.14
H 5.81 12.74 11.22
H 6.82 13.24 10.18
O 12.96 12.12 10.72
H 12.57 13.00 10.57
H 13.86 12.16 10.38
O 10.50 12.90 7.97
H 10.95 12.78 7.12
H 10.74 12.08 8.48
O 11.82 14.71 10.17
H 11.94 14.73 9.21
H 11.70 15.63 10.44
O 10.90 10.53 9.51
H 11.53 9.90 9.13
H 11.40 11.03 10.20
*
```

---

Bottom line: run d, by a margin of 0.0805 hartree.

---

Run a
Below is a 12-piece molecular cluster, H24O12 overall, with properties calculated with wB97M-V/def2-TZVPD.

As for the orbital gap: 9.71 eV.

ORCA input file:
```
! RIJCOSX wB97M-V def2-TZVPD def2/J DEFGRID3
* xyz 0 1
O -0.37 -0.10 -0.26
H 0.14 -0.67 0.33
H -0.81 -0.72 -0.85
O 0.70 -3.19 1.76
H 0.90 -4.09 2.01
H -0.03 -3.27 1.14
O 3.00 -0.10 3.35
H 3.31 0.66 2.85
H 2.44 0.28 4.04
O -1.31 -1.72 1.72
H -0.59 -1.28 2.19
H -1.07 -1.63 0.79
O -2.92 -2.96 -2.85
H -3.11 -3.02 -1.91
H -2.29 -2.22 -2.92
O 0.73 4.27 0.84
H -0.19 4.55 0.89
H 0.68 3.34 0.59
O 1.44 0.57 -0.38
H 0.98 1.39 -0.17
H 2.36 0.83 -0.46
O 1.23 -0.35 1.73
H 1.03 0.42 2.27
H 1.64 -0.97 2.34
O -1.77 1.54 -2.91
H -1.55 0.63 -3.16
H -2.30 1.44 -2.11
O -0.58 -3.66 -0.83
H -0.42 -2.73 -0.66
H -1.04 -3.67 -1.68
O 0.90 3.51 -1.90
H 0.78 3.31 -2.84
H 1.76 3.13 -1.69
O -0.83 2.20 -0.40
H -1.45 2.78 -0.85
H -1.39 1.50 -0.04
*
```

---

Run b
Below is a 12-piece molecular cluster, H24O12 overall, with properties calculated with wB97M-V/def2-TZVPD.

As for the orbital gap: 8.96 eV.

ORCA input file:
```
! RIJCOSX wB97M-V def2-TZVPD def2/J DEFGRID3
* xyz 0 1
O 0.20 -1.06 0.09
H 0.51 -0.21 -0.23
H -0.31 -0.84 0.88
O -4.21 0.98 0.77
H -4.27 0.07 0.47
H -5.10 1.33 0.64
O 2.07 2.32 -4.29
H 1.86 1.58 -4.88
H 2.48 1.90 -3.53
O 1.85 -0.54 1.57
H 1.23 0.08 1.96
H 2.42 -0.79 2.30
O -2.34 1.92 0.05
H -2.36 2.38 -0.80
H -3.17 2.17 0.47
O 0.00 1.12 -1.73
H -0.48 0.98 -2.55
H 0.92 0.94 -1.96
O 3.35 -3.25 -2.63
H 2.81 -2.76 -2.00
H 3.44 -4.12 -2.24
O -2.58 -1.84 -2.70
H -2.89 -1.07 -2.21
H -2.46 -1.51 -3.60
O 1.40 -1.34 5.13
H 1.29 -1.72 4.25
H 0.50 -1.24 5.46
O -0.22 -0.28 3.51
H -0.78 -0.33 4.30
H 0.64 -0.01 3.85
O 4.37 0.60 1.64
H 4.84 -0.08 2.14
H 4.25 1.32 2.27
O -2.80 0.85 -2.03
H -3.75 0.71 -1.92
H -2.74 1.73 -2.43
*
```

---

Bottom line: run b, by a margin of 0.0168 hartree.